1.
C2H4NO3P | ωB97M-V/def2-TZVPD

Total charge = -2
2S+1 = 1
E_tot = -19055.6838 eV
Frontier orbital gap = 5.92 eV
Energy above the lowest of the compared OMol25 structures with the same formula, charge and spin = 112.2 kcal/mol
HOMO level = 1.5 eV
SMILES = [O-]N1C[C@@H]1P([O-])O

Positions of all 11 atoms, in Å:
O  1.7827  -1.4134  -0.3844
N  0.8199  -0.7647  0.3534
C  0.7327  0.7488  0.2030
C  -0.3553  -0.1593  -0.3387
P  -2.0819  -0.0953  0.3553
O  -2.8106  0.8604  -0.5532
O  -2.5495  -1.8253  0.0175
H  1.5390  1.2451  -0.5538
H  0.5390  1.4591  1.0547
H  -0.3916  -0.4100  -1.4778
H  -1.8060  -2.1678  0.4315

***

2.
C2H4NO4 | ωB97M-V/def2-TZVPD

Total charge = -1
2S+1 = 3
⟨S²⟩ = 2.010
E_tot = -11813.2560 eV
Frontier orbital gap (spin up / spin down) = 5.77 / 7.02 eV
Energy above the lowest of the compared OMol25 structures with the same formula, charge and spin = 40.8 kcal/mol
HOMO level (spin up / spin down) = -1.6 / -4.5 eV

Positions of all 11 atoms, in Å:
C  1.0045  -0.8242  -1.0616
C  -1.3835  -0.0399  1.0408
N  0.7468  0.2200  0.0865
O  1.5642  -0.3760  -2.0723
O  0.6416  -1.9241  -0.6445
O  1.3257  1.3874  -0.0263
O  -0.9370  0.4452  -0.1567
H  -2.4255  0.1650  1.0969
H  -0.6795  0.4549  1.8227
H  -1.2840  -1.1287  0.9508
H  1.4268  1.6205  -1.0363

***

3.
C2H4NO4S | ωB97M-V/def2-TZVPD

Total charge = -1
2S+1 = 1
E_tot = -22652.0563 eV
Frontier orbital gap = 8.23 eV
Energy above the lowest of the compared OMol25 structures with the same formula, charge and spin = 88.7 kcal/mol
HOMO level = -4.3 eV

Positions of all 12 atoms, in Å:
C  0.0200  -0.4139  -0.2748
C  -0.3829  0.3558  0.8131
N  -0.5879  -0.1587  1.9639
O  1.3657  -0.1714  4.1794
O  -0.9382  0.5799  3.0691
O  -0.5115  -1.3936  2.1641
O  0.4891  2.1677  4.5662
S  0.2863  0.6916  4.5761
H  0.9423  -0.1298  -0.7235
H  -0.5885  -0.4745  -1.2017
H  0.1367  -1.4302  0.0526
H  -0.4903  1.4908  0.7154

***

4.
C2H4NO4S | ωB97M-V/def2-TZVPD

Total charge = -1
2S+1 = 1
E_tot = -22654.5864 eV
Frontier orbital gap = 8.74 eV
Energy above the lowest of the compared OMol25 structures with the same formula, charge and spin = 30.3 kcal/mol
HOMO level = -5.0 eV

Positions of all 12 atoms, in Å:
C  -0.8449  -0.1210  1.1244
C  1.2852  -1.5872  -0.4185
N  2.0325  -0.5923  -0.6266
O  -0.0825  0.8618  0.6327
O  -1.0220  3.3368  0.2756
O  -2.3113  1.4601  -0.6072
O  -0.3502  -0.9929  1.8044
S  -1.0151  2.1193  -0.5368
H  -1.8047  -0.0021  0.5244
H  0.5776  -2.1208  -1.0473
H  1.6649  -2.2103  0.4095
H  1.8704  -0.1514  -1.5347

***

5.
C2H4NOP | ωB97M-V/def2-TZVPD

2S+1 = 1
E_tot = -14962.0181 eV
Frontier orbital gap = 7.90 eV
Energy above the lowest of the compared OMol25 structures with the same formula, charge and spin = 60.6 kcal/mol
HOMO level = -8.7 eV
SMILES = [H]/N=c1/cp1.O

Positions of all 9 atoms, in Å:
H  3.1138  0.9627  3.1355
N  3.0436  0.4836  2.2799
C  1.9333  0.3112  1.7183
C  1.3465  -0.2215  0.6116
P  0.1353  0.6106  1.4084
H  1.6767  -1.0746  -0.0217
O  -1.5065  -0.1235  -2.1451
H  -1.0342  -0.2598  -1.3415
H  -2.3586  -0.2361  -1.8313

***

6.
C2H4NOS2 | ωB97M-V/def2-TZVPD

Total charge = -1
2S+1 = 1
E_tot = -27346.5136 eV
Frontier orbital gap = 7.28 eV
Energy above the lowest of the compared OMol25 structures with the same formula, charge and spin = 32.3 kcal/mol
HOMO level = -3.7 eV

Positions of all 10 atoms, in Å:
C  1.6921  0.4853  0.0043
C  -1.2480  0.6732  0.1575
N  0.0437  -1.7741  -0.5743
O  1.3313  1.4146  -0.6184
S  3.0769  -0.1576  0.4907
S  0.0542  -0.5813  0.5961
H  -2.0498  0.1689  -0.3847
H  -0.6559  1.2628  -0.5855
H  -1.7969  1.0213  1.0580
H  -0.4477  -2.5132  -0.1437

***

7.
C2H4NOS2 | ωB97M-V/def2-TZVPD

Total charge = +1
2S+1 = 1
E_tot = -27334.5510 eV
Frontier orbital gap (spin up / spin down) = 7.11 / 7.12 eV
Energy above the lowest of the compared OMol25 structures with the same formula, charge and spin = 39.4 kcal/mol
HOMO level (spin up / spin down) = -14.2 / -14.2 eV

Positions of all 10 atoms, in Å:
C  0.1673  -1.0359  -0.0598
C  -0.8002  0.0981  -0.3296
N  1.1177  -0.2918  0.5718
O  1.8833  -0.4827  1.4628
S  0.5292  1.4352  -0.3690
S  -0.1462  3.1372  0.3724
H  -0.3138  -1.8903  0.4219
H  0.5411  -1.2204  -1.0200
H  -1.3306  -0.0388  -1.3317
H  -1.6477  0.2894  0.2812

***

8.
C2H4NP | ωB97M-V/def2-TZVPD

2S+1 = 1
E_tot = -12912.1518 eV
Frontier orbital gap (spin up / spin down) = 6.64 / 6.87 eV
Energy above the lowest of the compared OMol25 structures with the same formula, charge and spin = 100.9 kcal/mol
HOMO level (spin up / spin down) = -8.0 / -8.2 eV

Positions of all 8 atoms, in Å:
C  -0.5060  -0.0301  -0.2148
C  0.7929  -0.0224  0.4852
N  -1.5440  -0.9282  -0.1988
P  -2.1626  0.5321  0.0764
H  0.0440  0.5369  -2.1274
H  0.6595  -0.2894  1.5352
H  1.2644  0.9576  0.4200
H  1.4518  -0.7565  0.0242